A structure of composition C20H12IrNO2S2 in a non-equilibrium geometry, computed with ωB97M-V/def2-TZVPD.

Properties
- ΔE to the lowest compared entry with this formula, charge and spin (kJ/mol) = 284.5
- HOMO energy (alpha / beta) (eV) = -7.79 / -7.80
- LUMO energy (alpha / beta) (Ha) = -0.054 / -0.065

ORCA input file:
```
! RIJCOSX wB97M-V def2-TZVPD def2/J DEFGRID3
* xyz 0 1
Ir 0.35 -0.61 0.53
S -3.46 2.09 1.26
C -2.37 3.14 0.39
C -2.55 4.46 0.03
C -1.53 5.08 -0.67
C -0.36 4.40 -0.98
C -0.17 3.09 -0.62
C -1.19 2.44 0.07
N -1.20 1.14 0.49
C -2.29 0.80 1.12
C -2.49 -0.53 1.62
C -3.67 -0.91 2.27
C -3.82 -2.21 2.70
C -2.80 -3.13 2.51
C -1.62 -2.75 1.87
C -1.43 -1.45 1.41
H -3.46 4.98 0.28
H -1.65 6.11 -0.97
H 0.43 4.92 -1.51
H 0.74 2.55 -0.84
H -4.45 -0.18 2.42
H -4.73 -2.51 3.19
H -2.91 -4.14 2.85
H -0.84 -3.49 1.75
O 2.25 0.97 -0.21
C 2.51 -0.21 0.09
O 2.29 -0.72 1.24
C 3.13 -1.12 -0.93
C 4.49 -1.35 -0.97
C 5.02 -2.21 -1.91
C 4.19 -2.85 -2.82
C 2.82 -2.63 -2.79
C 2.28 -1.77 -1.84
S 0.55 -1.54 -1.80
H 5.13 -0.85 -0.25
H 6.09 -2.40 -1.94
H 4.60 -3.52 -3.56
H 2.16 -3.12 -3.49
*
```

A cluster of 11 separate species, C33H77N11O11 in total in a non-equilibrium geometry, computed with ωB97M-V/def2-TZVPD.

Properties
- ΔE to the lowest compared entry with this formula, charge and spin (kJ/mol) = 602.0
- HOMO energy (eV) = -8.79
- LUMO energy (Ha) = 0.009

ORCA input file:
```
! RIJCOSX wB97M-V def2-TZVPD def2/J DEFGRID3
* xyz 0 1
C 0.45 -3.31 -6.24
O 1.52 -2.77 -6.38
N -0.20 -3.49 -5.07
C 0.35 -3.07 -3.80
C -1.48 -4.12 -5.02
H -0.14 -3.69 -7.10
H 0.21 -3.80 -3.00
H -0.01 -2.07 -3.54
H 1.43 -3.05 -3.91
H -1.93 -4.38 -5.98
H -1.44 -5.11 -4.53
H -2.15 -3.55 -4.38
C -3.72 3.46 0.78
O -4.81 3.98 0.89
N -3.49 2.21 0.31
C -2.18 1.60 0.48
C -4.60 1.29 0.11
H -2.78 3.99 1.03
H -2.21 0.58 0.09
H -1.80 1.53 1.50
H -1.43 2.16 -0.07
H -5.56 1.78 0.10
H -4.42 0.75 -0.81
H -4.58 0.58 0.95
C -2.18 0.07 -4.18
O -1.80 -0.27 -3.08
N -2.97 1.13 -4.45
C -3.55 1.31 -5.76
C -3.27 2.09 -3.43
H -1.90 -0.45 -5.12
H -4.64 1.24 -5.69
H -3.17 0.55 -6.43
H -3.38 2.32 -6.14
H -4.33 2.37 -3.47
H -2.97 1.78 -2.44
H -2.70 3.02 -3.59
C 0.48 5.07 1.31
O 0.71 3.87 1.35
N -0.02 5.79 2.33
C -0.32 7.20 2.20
C -0.10 5.23 3.66
H 0.66 5.67 0.40
H -1.40 7.34 2.15
H 0.13 7.65 1.32
H 0.11 7.74 3.05
H 0.38 4.26 3.68
H 0.38 5.91 4.37
H -1.13 5.19 4.01
C 3.39 2.95 3.15
O 3.19 2.42 4.23
N 4.00 2.33 2.11
C 3.96 3.01 0.80
C 4.22 0.91 2.04
H 3.02 3.96 2.94
H 3.18 3.75 0.70
H 3.85 2.30 -0.02
H 4.94 3.49 0.67
H 5.24 0.70 1.71
H 4.04 0.38 2.97
H 3.47 0.51 1.35
C 0.59 -0.30 1.44
O 0.49 -1.35 2.05
N 0.43 -0.15 0.11
C 1.11 0.94 -0.58
C 0.31 -1.35 -0.69
H 0.76 0.68 1.94
H 1.41 1.68 0.16
H 0.49 1.39 -1.35
H 2.03 0.52 -1.02
H -0.15 -2.19 -0.18
H -0.21 -1.12 -1.62
H 1.31 -1.74 -0.91
C -2.02 0.03 5.88
O -3.07 0.61 6.08
N -0.84 0.61 5.59
C 0.32 -0.21 5.28
C -0.83 2.07 5.40
H -1.95 -1.08 5.87
H 0.47 -0.94 6.09
H 1.24 0.35 5.36
H 0.15 -0.77 4.36
H 0.11 2.30 4.91
H -1.73 2.34 4.86
H -0.80 2.55 6.38
C 4.19 1.51 -4.32
O 3.61 1.20 -3.30
N 5.49 1.90 -4.39
C 6.08 2.18 -5.68
C 6.38 1.81 -3.25
H 3.75 1.42 -5.32
H 6.79 3.00 -5.54
H 5.34 2.53 -6.40
H 6.64 1.33 -6.09
H 7.13 1.03 -3.41
H 6.87 2.78 -3.12
H 5.82 1.57 -2.35
C -2.57 -4.08 3.40
O -2.90 -5.08 3.99
N -3.35 -3.00 3.15
C -2.70 -1.85 2.55
C -4.67 -2.88 3.74
H -1.55 -3.91 3.02
H -3.43 -1.19 2.08
H -2.07 -2.16 1.71
H -2.09 -1.22 3.20
H -4.82 -1.88 4.16
H -5.42 -3.11 2.98
H -4.71 -3.54 4.60
C 5.68 -1.73 0.02
O 6.77 -1.22 -0.16
N 5.24 -2.22 1.20
C 6.12 -2.27 2.36
C 3.84 -2.46 1.49
H 4.94 -1.83 -0.79
H 5.69 -1.63 3.14
H 7.09 -1.84 2.11
H 6.20 -3.28 2.74
H 3.14 -2.31 0.67
H 3.72 -3.55 1.63
H 3.51 -1.97 2.40
C -3.18 -4.35 -1.28
O -2.43 -4.01 -0.37
N -4.34 -5.00 -1.10
C -5.14 -5.49 -2.20
C -4.84 -5.30 0.23
H -2.93 -4.10 -2.32
H -5.23 -6.58 -2.16
H -4.75 -5.22 -3.18
H -6.16 -5.13 -2.03
H -4.06 -5.27 0.98
H -5.57 -4.51 0.45
H -5.36 -6.25 0.27
*
```

A cluster of 3 separate species, C4H15NO3 in total in a non-equilibrium geometry, computed with ωB97M-V/def2-TZVPD.

Properties
- ΔE to the lowest compared entry with this formula, charge and spin (kJ/mol) = 123.3
- HOMO energy (eV) = -9.03
- LUMO energy (Ha) = 0.022

ORCA input file:
```
! RIJCOSX wB97M-V def2-TZVPD def2/J DEFGRID3
* xyz 0 1
C -1.60 -1.21 -1.72
C -1.01 -1.12 -0.29
C 0.50 -1.22 -0.18
C 1.05 -1.51 1.22
O 2.00 -0.53 1.63
N -1.57 0.07 0.35
H -0.82 -1.65 -2.34
H -1.92 -0.21 -2.03
H -2.58 -1.69 -1.79
H -1.46 -2.01 0.13
H 0.74 -2.10 -0.79
H 1.00 -0.43 -0.73
H 0.23 -1.64 1.92
H 1.63 -2.43 1.10
H 2.31 -0.52 2.53
H -1.36 0.90 -0.17
H -1.47 0.11 1.35
H 1.44 1.08 0.41
H 2.06 2.35 0.87
O 1.32 2.04 0.34
H 0.55 4.17 -0.78
H -0.73 3.37 -0.64
O -0.32 4.19 -0.38
*
```

The molecule C3H8N4 in a non-equilibrium geometry, computed with ωB97M-V/def2-TZVPD.

Properties
- ΔE to the lowest compared entry with this formula, charge and spin (kJ/mol) = 105.6
- HOMO energy (eV) = -9.16
- LUMO energy (Ha) = 0.032

ORCA input file:
```
! RIJCOSX wB97M-V def2-TZVPD def2/J DEFGRID3
* xyz 0 1
C -2.09 0.64 -0.29
N -1.02 0.45 0.68
H -0.54 1.34 0.82
H -1.24 -1.57 1.12
H -1.71 1.10 -1.21
H -2.85 1.28 0.14
H -2.52 -0.33 -0.53
C 1.30 0.02 -0.06
N 2.20 -0.96 -0.31
N 1.38 1.28 -0.20
C -0.03 -0.51 0.35
N -0.22 -1.69 0.75
H 1.93 -1.90 -0.06
H 3.14 -0.74 -0.60
H 2.26 1.59 -0.62
*
```